Entry 1:
{
  "formula": "C2H11NO3",
  "method": "ωB97M-V/def2-TZVPD",
  "e_above_lowest_kcal_mol": 23.09,
  "orbital_gap_ev": [9.5, 6.6],
  "homo_ev": [-14.592, -14.588],
  "s2": 0.77,
  "spin_multiplicity": 2,
  "e_lumo_ev": [-5.04, -8.02],
  "total_charge": 1,
  "elements": ["C", "C", "N", "H", "H", "H", "H", "H", "H", "H", "O", "H", "H", "O", "H", "H", "O"],
  "coordinates": [[1.33349, 0.07136, 1.08341], [0.47330, -0.42916, 2.05716], [-0.81672, -0.05452, 1.94057], [1.10466, 1.01993, 0.63326], [2.25806, -0.45363, 0.92878], [0.61303, -1.07032, 2.92039], [-1.04307, 0.93974, 1.78711], [-1.43144, -0.33958, 2.69836], [-0.45699, -2.12088, -2.64336], [0.05526, -2.50436, -1.23908], [0.33114, -2.15963, -2.09449], [0.47614, 0.15428, -1.16884], [1.02347, 0.34737, -2.65394], [0.36929, 0.61697, -2.00475], [-1.04430, 1.41676, -1.14669], [-1.49019, 2.74083, -0.47224], [-1.75511, 1.82483, -0.62568]],
  "forces_ev_per_angstrom": [[0.7506, -0.4834, 1.2538], [-2.5517, 0.7771, -0.3676], [0.6141, 1.3281, 2.3121], [-0.0867, 0.0740, -0.5523], [0.4164, 0.2258, -0.2279], [0.8262, -0.7154, -0.6824], [0.0506, -0.4996, -1.5830], [-0.0763, -0.6188, -0.1569], [-0.1271, -0.0357, 0.0318], [-0.1707, -0.2408, -0.2652], [0.3110, -0.0294, 0.3372], [0.4542, -0.6187, -0.8372], [0.0860, -0.3960, 0.2717], [-0.4676, 1.0467, 0.4164], [-0.2593, 0.4484, -0.4067], [-0.0830, -0.1143, -0.3113], [0.3133, -0.1480, 0.7677]],
  "nbo_charge": [-0.17, 0.11, -0.57, 0.24, 0.25, 0.26, 0.45, 0.42, 0.49, 0.46, -0.95, 0.46, 0.51, -0.96, 0.49, 0.48, -0.97]
}

***

Entry 2:
{
  "formula": "C3H9S2",
  "method": "ωB97M-V/def2-TZVPD",
  "e_above_lowest_kcal_mol": 19.06,
  "orbital_gap_ev": 5.5,
  "homo_ev": -2.232,
  "spin_multiplicity": 1,
  "e_lumo_ev": 3.26,
  "total_charge": -1,
  "elements": ["C", "S", "H", "H", "H", "C", "S", "C", "H", "H", "H", "H", "H", "H"],
  "coordinates": [[0.84870, 1.04052, -2.29422], [2.07307, 1.44256, -0.95145], [0.19719, 1.89200, -2.37208], [0.30340, 0.13740, -2.04446], [1.40016, 0.82801, -3.19809], [0.19092, -1.40746, 0.38760], [-1.48005, -0.76743, 0.52295], [-1.29515, 0.23395, 2.00818], [0.93548, -0.63021, 0.22500], [0.48040, -2.01626, 1.24964], [0.14038, -2.10543, -0.45228], [-0.32615, 0.72875, 1.98860], [-1.39949, -0.38420, 2.89147], [-2.06884, 1.00779, 2.03914]],
  "forces_ev_per_angstrom": [[1.0836, -0.1165, 1.0564], [-0.1672, -0.1627, -0.0984], [-0.4811, 0.1488, -0.4400], [-0.3994, -0.0966, 0.0957], [-0.0258, 0.2062, -0.5192], [-0.0368, -0.7566, 0.0494], [-0.1301, 0.1380, 0.0479], [-0.1260, 0.2615, -0.0600], [0.0109, 0.2758, -0.2701], [-0.1816, 0.1276, 0.1319], [0.2215, 0.2139, -0.1093], [0.0460, 0.0170, -0.0230], [0.1119, -0.0894, 0.2688], [0.0742, -0.1669, -0.1302]],
  "nbo_charge": [-0.73, -0.76, 0.18, 0.17, 0.17, -0.77, 0.16, -0.75, 0.28, 0.19, 0.21, 0.24, 0.19, 0.21]
}

***

Entry 3:
{
  "formula": "C21H39F7InN2O4S",
  "method": "ωB97M-V/def2-TZVPD",
  "orbital_gap_ev": [7.4, 6.4],
  "homo_ev": [-5.662, -5.661],
  "s2": 2.01,
  "spin_multiplicity": 3,
  "e_lumo_ev": [1.72, 0.71],
  "total_charge": -1,
  "elements": ["O", "S", "O", "In", "C", "F", "F", "C", "F", "F", "C", "F", "F", "F", "H", "H", "H", "C", "C", "C", "C", "C", "C", "N", "O", "C", "C", "C", "H", "H", "H", "H", "H", "H", "H", "H", "H", "H", "H", "H", "H", "H", "H", "H", "H", "H", "C", "C", "C", "C", "C", "C", "N", "O", "C", "C", "C", "H", "H", "H", "H", "H", "H", "H", "H", "H", "H", "H", "H", "H", "H", "H", "H", "H", "H"],
  "coordinates": [[-4.84179, -6.62675, -4.18597], [-5.47454, -5.36080, -4.86177], [-5.61734, -5.63544, -6.40702], [-3.85672, -3.48408, -4.53966], [-7.20673, -5.02656, -4.16820], [-7.06759, -5.14443, -2.67210], [-8.05757, -6.14915, -4.62599], [-7.78406, -3.53047, -4.50900], [-7.02197, -2.81098, -5.58319], [-7.61084, -2.71950, -3.24628], [-9.38031, -3.46805, -4.88106], [-10.28286, -3.74018, -3.70025], [-9.66366, -2.02846, -5.24162], [-9.76370, -4.25525, -6.09092], [-3.69969, -2.63366, -6.14110], [-4.57408, -2.32665, -3.34848], [-2.19091, -4.01227, -4.09564], [0.75211, -0.08661, 0.11812], [-0.27621, -0.27462, -1.02944], [-0.16330, 0.90345, -2.03272], [-0.76491, 2.20353, -1.51002], [-2.20338, 1.99124, -1.04678], [-2.35200, 0.83655, -0.02119], [-1.65663, -0.42412, -0.45650], [-2.45906, -1.02336, -1.44909], [-1.80750, 1.29520, 1.35956], [-3.87768, 0.61632, 0.25609], [0.22896, -1.57256, -1.74241], [0.62521, -0.85426, 0.89126], [1.78011, -0.17606, -0.25722], [0.71123, 0.88951, 0.59554], [-0.66913, 0.64304, -2.97198], [0.88830, 1.07802, -2.29421], [-0.15407, 2.60592, -0.69514], [-0.74706, 2.95782, -2.30513], [-2.58126, 2.92864, -0.61852], [-2.82434, 1.78914, -1.92953], [-1.69668, 0.44754, 2.04394], [-2.49247, 2.00537, 1.83963], [-0.85648, 1.82350, 1.30133], [-4.44536, 0.39027, -0.65536], [-4.33591, 1.52008, 0.67778], [-4.03566, -0.19826, 0.97296], [0.15735, -2.44245, -1.07737], [1.27991, -1.47415, -2.04046], [-0.32693, -1.79520, -2.66205], [6.21686, 0.09954, 4.01442], [5.74353, 0.79134, 2.70789], [6.67609, 1.98729, 2.38047], [6.44532, 3.19831, 3.27798], [4.97564, 3.60921, 3.27215], [4.01289, 2.44373, 3.62149], [4.30197, 1.19281, 2.83795], [3.80350, 1.39114, 1.53395], [4.08790, 2.14711, 5.14455], [2.54144, 2.94547, 3.43129], [5.97026, -0.31475, 1.62469], [5.51678, -0.68766, 4.31996], [7.19538, -0.37826, 3.87349], [6.35403, 0.77909, 4.85217], [6.53068, 2.29883, 1.33755], [7.72688, 1.68041, 2.46041], [6.78113, 2.98626, 4.29844], [7.05781, 4.03541, 2.92356], [4.83558, 4.43962, 3.97623], [4.73276, 4.00952, 2.27895], [3.59287, 1.20154, 5.38956], [3.58540, 2.93029, 5.72602], [5.10441, 2.12056, 5.53561], [2.34582, 3.30792, 2.41421], [2.32417, 3.79044, 4.09718], [1.82038, 2.15174, 3.66033], [5.32178, -1.18179, 1.80310], [7.00684, -0.67293, 1.63902], [5.78906, 0.04697, 0.60456]],
  "forces_ev_per_angstrom": [[-2.6409, 3.6947, -1.1154], [2.8038, -5.1781, -3.4743], [-0.6404, 1.2761, 4.5643], [1.4718, 2.2300, 0.1495], [-0.9563, -2.1617, 1.9225], [-0.8513, 0.3836, -4.4118], [1.6884, 3.6120, 1.4524], [0.7908, 2.0966, 1.1673], [-2.6686, -2.7138, 3.5504], [-0.7752, -2.3618, -4.2585], [-2.5939, 2.2136, -1.0612], [3.3074, 0.4822, -4.4139], [0.7679, -4.7832, 1.1645], [1.3002, 2.5739, 4.6983], [-0.2891, -0.5003, 0.4691], [0.0442, -0.6566, -0.3576], [-0.7655, -0.2013, -0.0646], [0.0183, 0.1852, 0.1356], [1.9573, -0.4389, 0.1966], [-0.3468, 0.0284, -0.0157], [0.0077, -0.0110, 0.0506], [0.1391, -0.2172, -0.2273], [-0.8185, 0.9597, 1.4260], [-2.4076, -0.5736, -4.2748], [2.0319, 1.2491, 2.9172], [0.2584, 0.1147, 0.0552], [0.1967, -0.4938, -0.6845], [-0.8861, 0.0133, -0.1594], [-0.0911, 0.1310, -0.1527], [-0.3231, -0.0464, -0.0986], [-0.0815, -0.0159, 0.0471], [-0.0354, -0.1632, 0.2071], [-0.0862, -0.2641, 0.1784], [-0.0159, -0.0387, 0.0115], [0.0078, -0.0632, 0.0965], [-0.0554, -0.2699, 0.1595], [0.0321, -0.1958, 0.1782], [0.0333, 0.0464, -0.1756], [-0.0584, -0.2011, -0.2840], [0.0546, -0.1575, -0.0339], [0.3271, -0.1554, 0.1786], [0.4373, -0.0461, -0.0340], [0.1059, 0.0805, -0.1769], [-0.0957, 0.2050, -0.1082], [-0.1779, 0.2972, 0.2626], [-0.0812, 0.0463, 0.3763], [0.0084, 0.0633, 0.2366], [1.4183, -1.3941, 0.3775], [-0.2773, 0.2178, -0.0547], [-0.0153, -0.0170, 0.0410], [0.1466, -0.1977, -0.2628], [-0.9482, 0.8251, 1.5638], [-0.5207, 2.0469, -4.6296], [1.0163, -0.8797, 3.5411], [0.2275, -0.0715, 0.1410], [0.2449, -0.3274, -0.7423], [-0.6701, 0.4492, -0.2873], [0.0466, 0.2079, -0.0955], [-0.2542, 0.1408, -0.2296], [-0.1325, 0.0369, -0.0086], [-0.1648, -0.1724, 0.0975], [-0.2501, -0.2247, 0.0107], [-0.0394, -0.0132, -0.0294], [-0.0584, -0.0970, 0.0669], [-0.2128, -0.2613, -0.0063], [-0.1123, -0.2128, 0.0724], [0.1127, 0.0859, -0.1182], [0.0027, -0.0724, -0.3595], [-0.0169, -0.1300, -0.0927], [0.1454, -0.3102, 0.1608], [0.3612, -0.2645, 0.0247], [0.1821, 0.0676, -0.0863], [0.0500, 0.2397, -0.0129], [-0.1642, 0.2563, 0.3063], [-0.1656, -0.0027, 0.3431]],
  "lowdin_spin": [0.00, 0.00, 0.00, 0.00, 0.00, 0.00, 0.00, 0.00, 0.00, 0.00, 0.00, 0.00, 0.00, 0.00, 0.00, 0.00, 0.00, 0.00, 0.02, 0.01, 0.00, 0.01, 0.02, 0.28, 0.65, 0.00, 0.00, 0.00, 0.00, 0.00, 0.00, 0.00, 0.00, 0.00, 0.00, 0.00, 0.00, 0.00, 0.00, 0.00, 0.00, 0.00, 0.00, 0.00, 0.00, 0.00, 0.00, 0.02, 0.01, 0.00, 0.01, 0.02, 0.30, 0.63, 0.00, 0.00, 0.00, 0.00, 0.00, 0.00, 0.00, 0.00, 0.00, 0.00, 0.00, 0.00, 0.00, 0.00, 0.00, 0.00, 0.00, 0.00, 0.00, 0.00, 0.00]
}